156
Properties=species:S:1:pos:R:3:forces:R:3:lowdin_charge:R:1 method="wB97M-V/def2-TZVPD" total_energy_ha=-4184.4382 homo_ev=-9.2 charge=0 gap_ev=9.36
F 16.580 19.058 10.750 0.1817 -1.0584 0.0939 0.04
C 16.773 17.695 10.789 -0.1826 0.8105 -0.5047 -0.26
C 17.947 17.175 11.223 1.3722 0.1024 0.2926 -0.02
C 18.170 15.791 11.190 -1.2461 1.4789 -0.1312 -0.05
C 17.073 14.982 10.884 2.0668 -0.3561 0.3885 -0.08
C 15.878 15.538 10.454 0.1244 -1.8889 0.1977 -0.09
C 15.790 16.868 10.304 -1.1737 2.4420 0.0398 -0.03
H 18.721 17.855 11.547 0.1644 0.0390 0.0070 0.11
H 19.184 15.487 11.403 -0.2832 -0.5257 0.2077 0.08
H 17.333 13.942 11.010 -0.9619 -0.4159 -0.2584 0.09
H 14.995 14.941 10.277 0.1315 -0.2769 -0.2862 0.10
H 14.922 17.369 9.902 -0.3109 -0.1777 -0.0092 0.12
F 14.319 8.081 14.578 -0.5556 -0.2676 -0.7485 0.04
C 14.031 7.759 13.278 -2.0609 1.2426 -0.1394 -0.26
C 15.047 7.362 12.480 1.3096 -0.2002 -0.6586 -0.04
C 14.807 7.131 11.141 -0.5720 -0.0081 -1.4597 -0.07
C 13.565 7.342 10.520 0.2272 -0.6553 1.3519 -0.10
C 12.488 7.681 11.328 1.1495 0.7013 1.8476 -0.07
C 12.741 7.973 12.731 0.0926 -1.0018 -1.0779 0.02
H 16.058 7.350 12.861 0.0127 -0.3145 0.0771 0.10
H 15.541 6.757 10.443 0.6686 0.1612 0.4340 0.11
H 13.468 7.097 9.473 -0.1605 0.1272 -0.0810 0.11
H 11.506 7.739 10.882 -0.2363 0.2059 0.3371 0.09
H 11.918 8.254 13.372 -0.0191 0.1343 0.0898 0.09
F 11.655 10.137 16.627 0.1969 0.3728 -0.1230 0.07
C 11.025 10.410 15.472 -0.4210 0.1458 -1.5538 -0.27
C 11.636 11.121 14.413 -0.1250 -0.4873 1.9416 -0.01
C 10.982 11.248 13.210 0.2379 0.2301 0.1274 -0.09
C 9.713 10.706 12.998 0.2846 -0.1292 -0.1434 -0.09
C 9.074 10.092 14.056 0.9307 -0.8043 0.8004 -0.07
C 9.756 9.910 15.275 -0.4895 0.1531 -0.1170 -0.02
H 12.595 11.579 14.607 0.1991 -0.0161 -0.2512 0.10
H 11.538 11.804 12.470 -0.3052 -0.0971 -0.4358 0.08
H 9.328 10.673 11.990 -0.3635 0.2785 0.0356 0.09
H 8.145 9.542 14.019 -0.2690 0.3546 -0.5455 0.10
H 9.242 9.348 16.041 0.1887 -0.0063 0.2465 0.11
F 20.996 18.096 13.442 0.6853 0.1845 -0.0862 0.07
C 20.008 17.710 14.242 -2.1724 0.2139 0.7089 -0.32
C 18.991 18.613 14.594 -0.8895 -0.9387 1.2093 0.00
C 17.914 18.117 15.379 0.7136 -0.0820 -0.8718 -0.08
C 17.742 16.753 15.701 0.3037 1.4467 -0.6781 -0.09
C 18.718 15.877 15.285 1.7764 0.7014 -0.2825 -0.06
C 19.901 16.395 14.641 -0.8752 -0.8343 0.2568 -0.01
H 18.980 19.669 14.367 0.3330 -0.0302 -0.2795 0.11
H 17.135 18.803 15.675 0.0336 0.2020 0.0534 0.09
H 16.834 16.496 16.226 0.0559 -0.4396 0.0599 0.08
H 18.656 14.821 15.501 0.1429 -0.1361 -0.0067 0.09
H 20.751 15.766 14.422 -0.1557 -0.3832 -0.1121 0.10
F 13.169 13.136 11.411 -0.4795 0.2090 -0.0937 0.04
C 14.184 12.823 12.228 2.2764 -1.4646 0.2915 -0.30
C 14.819 13.796 12.980 -0.4220 0.4085 1.4040 -0.03
C 15.887 13.487 13.835 -0.0190 -0.9869 -0.6500 -0.06
C 16.437 12.196 13.809 -0.2579 0.6167 -0.0438 -0.09
C 15.870 11.233 13.010 -1.9352 -0.1949 -1.4009 -0.05
C 14.710 11.517 12.206 0.6113 0.9807 0.8909 0.03
H 14.359 14.768 13.080 0.0415 0.2677 -0.3190 0.10
H 16.318 14.193 14.529 -0.1728 0.3911 -0.2084 0.09
H 17.292 11.925 14.411 0.1048 0.1897 0.1582 0.09
H 16.264 10.228 12.984 0.1125 -0.1257 -0.0485 0.09
H 14.203 10.792 11.586 0.2095 -0.3339 0.0138 0.10
F 12.137 13.942 16.247 -0.6095 0.3457 -0.2174 0.07
C 13.241 14.283 16.909 1.9209 0.0996 2.0414 -0.28
C 14.344 13.420 16.803 -1.6998 0.5352 0.1108 -0.03
C 15.492 13.700 17.502 0.4553 -0.4493 -1.3621 -0.09
C 15.612 14.827 18.279 0.1788 -0.0125 0.4291 -0.11
C 14.496 15.588 18.555 -1.2080 0.2876 -1.2552 -0.07
C 13.278 15.348 17.848 0.5013 -1.1665 -0.6045 0.01
H 14.195 12.492 16.271 0.2951 0.0880 -0.3247 0.09
H 16.312 13.044 17.251 0.4063 -0.0298 0.4952 0.10
H 16.570 15.099 18.695 0.0287 -0.0745 0.2210 0.11
H 14.632 16.428 19.220 -0.4466 0.0925 0.0836 0.10
H 12.333 15.848 17.998 0.1824 0.4767 0.2340 0.11
F 19.117 10.143 17.882 -0.2689 0.4235 0.1530 0.05
C 17.771 10.346 17.834 0.8009 0.0970 2.3272 -0.28
C 17.111 10.172 16.699 -1.1346 -0.2928 -2.3022 -0.02
C 15.722 10.218 16.725 0.7631 -0.5002 -2.3308 -0.10
C 15.001 10.421 17.836 -1.2124 0.5277 0.0613 -0.12
C 15.676 10.695 18.996 -0.1929 0.0144 0.1416 -0.08
C 17.054 10.665 18.990 0.3680 0.0532 1.1561 -0.01
H 17.559 10.016 15.728 0.4771 -0.1883 0.1625 0.11
H 15.278 10.074 15.751 -0.4683 -0.0167 0.0340 0.09
H 13.931 10.538 17.742 -0.1452 -0.2929 0.2916 0.10
H 15.050 10.942 19.840 0.5436 0.0898 0.4823 0.12
H 17.516 10.892 19.939 0.5689 -0.1224 -0.1059 0.11
F 11.429 19.897 12.095 0.3747 -0.2058 0.0249 0.05
C 12.172 19.044 12.848 -1.1762 -0.2805 0.5388 -0.28
C 13.429 19.387 13.244 0.8103 0.1461 -0.3264 0.00
C 14.133 18.483 14.059 -0.3968 0.5104 -0.6610 -0.06
C 13.517 17.324 14.394 0.0091 -2.1727 0.5568 -0.11
C 12.219 16.950 14.003 1.7623 0.3000 0.6590 -0.07
C 11.550 17.863 13.272 -1.2236 0.3386 -0.9994 -0.04
H 13.863 20.270 12.799 0.1431 0.1944 0.2832 0.12
H 15.158 18.566 14.389 0.0511 0.6113 -0.2606 0.09
H 14.131 16.592 14.898 -0.0532 -0.1611 0.4019 0.09
H 11.799 15.985 14.245 -0.0188 0.0177 0.1636 0.11
H 10.541 17.586 13.007 -0.2151 0.5433 -0.4094 0.12
O 21.002 11.285 9.058 -0.0571 0.2833 2.4113 0.11
C 20.837 11.563 10.240 0.7791 -0.8698 -3.5109 -0.46
O 21.864 11.533 11.138 0.2208 0.2504 -0.5617 0.02
C 21.473 12.199 12.338 -0.8887 -0.5130 0.4499 -0.15
C 20.147 12.874 11.963 0.3053 0.7561 0.6706 -0.15
C 19.582 11.991 10.885 -0.2723 0.2119 1.0983 -0.07
H 22.247 12.856 12.734 0.0928 0.1824 -0.5279 0.12
H 21.346 11.415 13.085 -0.3122 -0.0222 0.2396 0.09
H 20.374 13.816 11.465 0.0946 0.2665 0.3787 0.11
H 19.467 13.031 12.800 0.1935 0.1121 0.0621 0.11
H 18.873 12.547 10.272 0.1903 -0.5822 -0.2956 0.13
H 19.135 11.127 11.378 -0.3828 -0.2340 -0.3191 0.13
O 13.227 9.682 6.646 -2.4772 0.2976 2.4840 0.06
C 12.352 9.868 7.522 4.3518 0.5790 -2.1294 -0.51
O 11.113 9.563 7.347 -3.3263 -0.6092 0.5310 0.07
C 10.286 9.866 8.547 -0.5232 -0.2213 -0.8232 -0.11
C 11.138 10.646 9.458 2.7391 0.9309 1.5853 -0.17
C 12.573 10.556 8.854 -0.6789 -0.2363 -0.5322 -0.05
H 9.882 8.949 8.975 0.2867 -0.1871 -0.3082 0.12
H 9.447 10.528 8.332 -0.0906 -0.4916 -0.9872 0.13
H 11.257 10.280 10.478 -0.5429 -0.3697 -0.0066 0.08
H 10.810 11.678 9.588 0.0223 0.0444 -0.3225 0.10
H 13.220 9.889 9.423 0.1754 0.3635 0.1583 0.10
H 13.046 11.508 8.611 0.1241 -0.0754 0.4128 0.13
O 9.599 15.868 6.851 1.0252 0.1750 2.6319 0.09
C 10.129 15.910 7.961 -0.6883 1.3594 -3.0197 -0.45
O 10.613 17.095 8.475 -0.6977 -0.2181 -0.3837 0.03
C 11.263 16.912 9.739 1.0679 -0.2291 -0.8599 -0.16
C 10.905 15.543 10.161 -1.6480 -2.6812 0.5042 -0.15
C 10.457 14.781 8.853 0.6031 0.5690 1.2196 -0.06
H 11.063 17.734 10.427 -0.2610 -0.1340 -0.2183 0.11
H 12.335 16.837 9.558 0.2608 0.7443 -0.1772 0.12
H 10.008 15.494 10.779 0.0109 0.3476 0.3225 0.11
H 11.672 14.990 10.703 0.1234 0.2819 -0.0511 0.09
H 9.584 14.145 8.996 0.2044 -0.0396 -0.0275 0.12
H 11.259 14.229 8.363 0.0312 -0.1616 0.0942 0.13
O 20.054 12.258 15.417 2.4637 0.0939 0.7726 0.06
C 21.219 12.494 15.759 -2.8370 -1.0468 -1.4702 -0.47
O 21.606 13.756 15.928 0.4702 0.2235 0.0991 0.01
C 22.970 13.778 16.351 0.9412 -0.5292 -0.2666 -0.13
C 23.599 12.422 15.816 -1.7316 1.2511 1.5616 -0.10
C 22.374 11.490 15.989 -0.3612 1.5836 -0.3440 -0.06
H 22.987 13.871 17.437 0.0147 -0.3938 0.1366 0.12
H 23.487 14.669 15.995 -0.3057 -0.0555 -0.4192 0.13
H 24.435 12.238 16.489 0.2780 -0.4681 -0.7444 0.12
H 23.764 12.530 14.744 0.7091 -0.0787 0.2233 0.11
H 22.166 11.172 17.011 0.4782 -0.4981 0.0339 0.14
H 22.336 10.692 15.247 -0.0868 -0.0280 0.3899 0.10
O 17.973 8.426 12.091 3.1091 0.0963 2.1135 0.06
C 19.041 8.399 12.740 -2.2183 -0.6594 -2.3694 -0.42
O 19.159 8.897 13.975 -0.7938 0.0654 -0.2774 0.02
C 20.425 8.614 14.556 0.5196 -0.7493 0.0396 -0.15
C 21.357 8.260 13.404 0.0504 1.4086 -1.2059 -0.14
C 20.405 7.891 12.243 0.3012 -0.0948 0.8572 -0.04
H 20.346 7.715 15.167 -0.3201 0.3010 0.5147 0.13
H 20.707 9.502 15.121 -0.0746 -0.3424 0.1007 0.10
H 22.110 7.498 13.608 -0.2026 0.1272 0.1686 0.12
H 21.845 9.178 13.077 0.5036 -0.0242 0.1746 0.09
H 20.556 6.822 12.090 -1.0457 -0.0812 -0.2273 0.12
H 20.619 8.383 11.294 0.0879 0.0374 0.0955 0.12